Record 1
{"formula": "C7H17NO", "method": "wB97M-V/def2-TZVPD", "symbols": ["C", "C", "H", "H", "H", "H", "H", "H", "C", "C", "C", "C", "C", "O", "N", "H", "H", "H", "H", "H", "H", "H", "H", "H", "H", "H"], "xyz": [[-1.6955, 2.0739, 0.9884], [-3.1169, 1.6961, 1.3304], [-0.9624, 1.2599, 1.0827], [-1.6201, 2.3724, -0.0641], [-1.3074, 2.7300, 1.7670], [-3.6240, 1.1493, 0.5973], [-3.8538, 2.4545, 1.5877], [-3.0380, 0.9797, 2.1646], [-0.1988, -0.9435, -0.6495], [-0.8921, -0.3598, -1.8731], [2.0409, -0.8095, -1.5112], [2.7793, -1.2544, 1.2204], [1.5971, -0.3487, 1.0513], [0.7852, 0.2502, 1.7101], [1.1739, -0.7784, -0.3599], [-0.7318, -0.7099, 0.3075], [-0.5058, -2.1019, -0.6454], [-0.0381, 0.2983, -2.2350], [-1.8642, 0.2927, -1.7031], [2.8971, -1.6248, -1.3717], [2.5103, -1.9500, 1.8801], [-1.2645, -1.0361, -2.6681], [1.5239, -1.2464, -2.4107], [2.8426, 0.0517, -1.6583], [2.8108, -1.7951, 0.2477], [3.7524, -0.6502, 1.2150]], "forces_ev_per_a": [[0.4, -0.3, -0.2], [0.3, -0.9, 1.7], [-0.8, -0.1, -0.1], [0.2, 0.8, 0.5], [0.0, 0.8, -0.6], [-0.4, -1.0, -1.6], [0.5, 0.6, 0.2], [-0.4, 0.4, 0.1], [-3.8, -3.4, 2.3], [-0.3, 2.7, -0.6], [4.0, -1.8, 0.0], [2.6, 3.7, -3.5], [-2.6, -1.7, -4.0], [1.9, -0.5, 0.5], [0.1, 2.1, 0.0], [0.3, 0.4, -1.0], [1.1, 1.7, -0.3], [-1.7, -0.3, -0.5], [2.2, -1.0, 0.3], [-1.6, 0.9, -0.3], [-0.1, -2.4, 3.6], [0.9, 0.0, 0.5], [0.5, 1.3, 0.8], [-2.5, -0.9, -0.1], [0.4, 0.3, 1.3], [-1.1, -1.2, 1.1]], "e_homo_ev": -8.50, "smiles": "CCN(C)C(C)=O.CC", "e_tot_ha": -406.77099, "charge": 0, "lumo_energy_ha": 0.02844}

=====

Record 2
{"formula": "C3H9NO2S", "method": "wB97M-V/def2-TZVPD", "symbols": ["C", "C", "C", "N", "O", "O", "S", "H", "H", "H", "H", "H", "H", "H", "H", "H"], "xyz": [[1.4669, 0.0600, 1.1022], [-2.0785, -1.3566, 0.4032], [1.5960, 0.6628, -0.3666], [-1.8123, -0.0294, 0.6153], [-1.4639, 2.3613, -0.3228], [0.6466, 0.1804, -1.1745], [-1.4185, 0.9261, -0.4858], [0.5683, 0.3572, 1.4162], [1.4313, -1.0942, 1.0325], [2.2575, 0.3057, 1.8446], [-1.7001, -1.9855, 1.2759], [-1.4879, -1.6397, -0.4616], [-3.0911, -1.5980, 0.2226], [2.6265, 0.1689, -0.7292], [1.7825, 1.7176, -0.2131], [-2.0706, 0.7575, -1.8641]], "forces_ev_per_a": [[3.3, -2.6, -1.9], [2.0, -3.3, 0.4], [3.8, -2.6, 2.6], [-0.1, 4.6, -0.2], [0.5, -1.0, 0.5], [-3.6, 1.1, -0.6], [0.7, -0.8, -2.0], [-3.5, 1.2, 1.8], [0.1, 1.7, 0.0], [-0.4, 0.2, -0.7], [-0.6, 0.8, -1.0], [0.0, -1.0, -0.3], [-1.3, 0.0, -0.1], [-1.8, 1.2, 0.2], [-0.4, 0.7, -0.8], [1.2, -0.3, 2.1]], "e_homo_ev": [-9.30, -8.96], "e_tot_ha": -722.91084, "charge": 0, "lumo_energy_ha": [-0.05063, -0.04901]}

=====

Record 3
{"formula": "C2H9N2S", "method": "wB97M-V/def2-TZVPD", "symbols": ["C", "C", "N", "N", "S", "H", "H", "H", "H", "H", "H", "H", "H", "H"], "xyz": [[0.2654, -0.6099, 0.4170], [-0.6270, 0.3138, -0.4242], [0.1706, -0.1869, 1.7666], [-0.6142, 0.2152, -1.9323], [1.6205, -0.1824, 2.6804], [0.0687, -1.7518, 0.4665], [1.2173, -0.2955, 0.0772], [-0.3347, 1.3448, 0.0506], [-1.6540, 0.0350, -0.2168], [-0.7239, -0.4345, 2.1430], [-0.4988, 1.1116, -2.4093], [-1.3639, -0.3251, -2.4332], [0.2876, -0.1583, -2.2151], [2.1863, 0.9240, 2.0296]], "forces_ev_per_a": [[-0.4, -2.0, -0.4], [-1.5, 0.7, 2.0], [0.1, 1.2, -0.2], [1.4, 0.1, -1.1], [0.0, 0.7, -0.6], [0.4, 1.7, -1.4], [1.6, -0.8, -0.3], [-0.9, -1.5, -1.7], [-0.3, 0.7, 0.5], [0.2, 0.1, 1.1], [-0.9, 0.5, 0.3], [0.7, 0.5, 1.0], [0.2, -1.0, -0.1], [-0.6, -0.9, 0.8]], "e_homo_ev": -12.05, "smiles": "[NH3+]CCNS", "e_tot_ha": -588.97249, "charge": 1, "lumo_energy_ha": -0.14943}

=====

Record 4
{"formula": "C34H37Cl2N6NbO5S", "method": "wB97M-V/def2-TZVPD", "symbols": ["Nb", "Cl", "C", "C", "C", "N", "C", "O", "C", "C", "C", "C", "C", "N", "C", "C", "C", "Cl", "N", "C", "O", "C", "C", "C", "C", "C", "N", "H", "H", "H", "H", "H", "H", "H", "H", "H", "H", "N", "C", "C", "N", "H", "H", "H", "H", "H", "H", "H", "H", "C", "C", "C", "C", "C", "C", "C", "C", "C", "C", "O", "O", "H", "H", "H", "H", "H", "H", "H", "H", "H", "H", "H", "O", "S", "C", "C", "C", "C", "H", "H", "H", "H", "H", "H", "H", "H"], "xyz": [[-0.0005, 0.3539, 1.1860], [1.4556, -5.7495, -1.0491], [1.6742, -4.0928, -0.8402], [0.9092, -3.5985, 0.2309], [1.1008, -2.2574, 0.6448], [0.4062, -1.6096, 1.6906], [-0.0785, -2.2615, 2.7475], [-0.2774, -3.4768, 2.9339], [-0.4332, -1.3199, 3.8892], [-0.4687, -1.8857, 5.1587], [-0.7918, -1.0925, 6.2566], [-1.3877, 0.1544, 6.0026], [-1.5062, 0.5590, 4.7151], [-0.9493, -0.0597, 3.6289], [1.9446, -1.3830, -0.0177], [2.6454, -1.8996, -1.1156], [2.5865, -3.2539, -1.4973], [3.7782, -3.7937, -2.6567], [2.0412, -0.0652, 0.4242], [3.2974, 0.4835, 0.3419], [4.3286, -0.1972, 0.1793], [3.4955, 1.9829, 0.1068], [4.5821, 2.4625, -0.6461], [4.6615, 3.8477, -0.8444], [3.7313, 4.7194, -0.2814], [2.7318, 4.1890, 0.4888], [2.6350, 2.8740, 0.6655], [0.3285, -4.2821, 0.8633], [-0.1621, -2.9146, 5.2362], [-0.6687, -1.4883, 7.2612], [-1.6811, 0.8631, 6.7635], [-2.0602, 1.5122, 4.4880], [3.2965, -1.3092, -1.7611], [5.2793, 1.7378, -1.0736], [5.3594, 4.2705, -1.5902], [3.7199, 5.7920, -0.4324], [1.9120, 4.8287, 0.8880], [-1.5088, 2.1348, 1.2516], [-0.7470, 3.3357, 1.6444], [0.2189, 3.0383, 2.7433], [0.9445, 1.8173, 2.2843], [-1.9486, 2.2167, 0.3406], [-2.2984, 1.9898, 1.8908], [-1.3641, 4.1797, 1.9855], [-0.2052, 3.7259, 0.7281], [-0.2654, 2.9049, 3.7918], [0.8978, 3.8983, 2.8707], [1.6519, 1.4452, 2.9379], [1.8105, 2.3515, 1.3633], [1.1238, -2.4680, -5.6756], [0.5924, -1.3835, -4.7813], [1.4855, -0.4197, -4.3282], [1.1800, 0.6891, -3.4859], [2.0707, 1.8709, -3.4168], [-0.1634, 0.7118, -3.0050], [-1.1136, -0.0953, -3.5676], [-2.5472, 0.0234, -3.3337], [-0.7498, -1.1727, -4.4492], [-0.4203, 1.4857, -1.7428], [-0.6101, 2.6701, -1.6744], [-0.4745, 0.6159, -0.6970], [0.2310, -2.9642, -6.1177], [1.7617, -3.1654, -5.0748], [1.8297, -2.0892, -6.4299], [2.5327, -0.4481, -4.7049], [2.8016, 1.6771, -2.6200], [1.4636, 2.8087, -3.1676], [2.5763, 2.0044, -4.3825], [-3.0564, 0.6328, -4.1006], [-2.7985, 0.4125, -2.3032], [-3.0984, -0.9439, -3.4333], [-1.6070, -1.7005, -4.9206], [-2.0252, -0.3870, 1.0355], [-2.6616, -1.6619, 1.6634], [-4.4555, -1.1663, 2.0315], [-5.1125, -1.0983, 0.6949], [-4.6286, -2.4408, -0.0640], [-3.1183, -2.6434, 0.1940], [-4.4706, -0.2362, 2.6061], [-4.8664, -1.9525, 2.6455], [-4.7092, -0.3042, 0.1052], [-6.1883, -1.0396, 0.6719], [-4.8435, -2.3851, -1.1027], [-5.2346, -3.2696, 0.2998], [-2.4738, -2.1634, -0.5790], [-2.8429, -3.6812, 0.3926]], "forces_ev_per_a": [[-0.6, -0.8, -1.0], [0.4, -1.0, -0.9], [-0.4, 0.8, 1.5], [0.7, 1.0, 0.3], [-0.9, -0.7, -0.3], [0.3, 0.7, -0.7], [-1.0, -2.0, 2.5], [0.9, 2.4, -0.9], [-1.7, 0.7, 0.3], [0.4, 0.6, 0.1], [-0.5, 0.0, -0.3], [0.8, -0.8, 0.9], [0.0, 1.7, -2.7], [0.9, -1.8, 0.6], [0.8, -1.4, -1.4], [0.3, -0.7, -0.9], [0.0, 0.8, 0.5], [-0.9, 0.0, 0.4], [-1.5, 1.4, 0.8], [2.7, -0.9, -1.5], [-2.1, 1.5, 0.7], [0.2, 1.0, 0.7], [-0.8, -0.1, 0.4], [0.2, 0.1, -1.1], [0.1, -0.1, 0.0], [-1.0, 0.5, 0.2], [-0.1, -1.4, -0.1], [0.2, 0.4, -0.6], [0.1, -0.1, 0.2], [-0.1, 0.2, -0.1], [-0.2, -0.3, 0.2], [0.8, -1.0, 0.2], [-0.1, 0.1, 0.6], [-0.2, 0.4, 0.1], [-0.1, -0.4, 0.8], [0.3, -0.1, -0.2], [0.9, -0.6, -0.1], [0.2, 0.1, 1.2], [-0.1, 1.8, -1.1], [0.1, -0.8, 1.7], [0.0, -0.3, 0.5], [0.3, 0.2, -0.3], [0.5, -0.2, 0.0], [-0.3, -0.3, -0.3], [-0.6, -0.7, 0.9], [0.6, 0.0, -1.8], [-0.1, -0.4, -0.1], [-0.6, 0.3, -0.1], [0.6, 0.8, -0.7], [-0.3, -0.6, 0.4], [-0.3, 0.6, 0.2], [1.4, 1.8, 0.8], [-1.8, -2.1, -1.8], [-0.2, 1.0, 1.0], [1.5, 0.3, 0.4], [0.6, -2.6, -1.2], [-2.6, 0.0, 1.2], [-0.1, 1.1, 0.0], [-0.5, -0.2, -1.7], [0.2, -0.1, 1.1], [0.7, 0.3, 1.2], [1.1, -0.1, 0.0], [-0.8, 0.2, -0.4], [-0.6, 0.1, 0.0], [-0.8, -0.1, 0.2], [0.2, 0.5, -0.2], [1.0, -1.2, -0.4], [0.0, 0.1, 0.4], [0.4, 0.2, 0.4], [0.1, -0.1, -1.0], [0.7, 0.5, 0.2], [1.0, 0.0, 0.4], [-0.1, -0.1, 0.0], [-1.4, 0.2, 0.2], [1.0, 0.3, 0.0], [1.1, -2.2, -1.7], [-0.5, 1.0, 1.5], [-0.2, 0.7, -0.1], [0.3, -0.1, 0.0], [0.1, -0.4, 0.3], [0.1, 0.9, -0.2], [-0.3, 0.0, 0.4], [0.0, 0.2, -1.0], [0.3, -0.2, 0.2], [-0.4, -0.6, 0.4], [0.1, 0.2, -0.2]], "e_homo_ev": -12.90, "e_tot_ha": -3397.67339, "charge": 2, "lumo_energy_ha": -0.25478}